C27H35ClN4O4P2W as an isolated structure at a distorted geometry. Source: the OMol25 dataset; level of theory: wB97M-V/def2-TZVPD.

Atoms and positions in Å:
W1 -0.432 1.375 -1.444
C1 -1.692 1.789 -3.400
C2 -1.812 0.425 -3.139
C3 -1.008 -0.619 -3.798
C4 0.479 -0.178 -3.850
C5 1.019 0.653 -2.738
C6 0.974 2.117 -2.705
C7 0.496 2.970 -3.855
C8 -0.843 2.447 -4.435
C9 1.404 0.710 2.777
H1 -2.551 2.438 -3.202
H2 -2.779 0.033 -2.822
H3 -1.364 -0.841 -4.826
H4 -1.172 -1.575 -3.263
H5 1.067 -1.112 -3.879
H6 0.667 0.426 -4.746
H7 1.957 0.227 -2.410
H8 1.869 2.565 -2.260
H9 1.231 3.159 -4.683
H10 0.320 3.981 -3.436
H11 -1.397 3.338 -4.780
H12 -0.648 1.824 -5.317
H13 0.770 1.600 2.762
H14 2.386 1.188 2.649
H15 1.267 0.099 3.708
P1 1.094 -0.416 1.336
P2 -1.379 -1.376 1.323
N1 1.814 0.744 -0.017
N2 2.501 -1.353 1.794
N3 -1.657 0.271 0.685
N4 -2.823 -1.916 1.909
C10 0.602 -1.376 -0.244
C11 -0.649 -2.203 -0.119
C12 1.441 2.142 -0.061
C13 2.769 2.740 -0.443
C14 3.694 1.767 -0.807
C15 3.078 0.527 -0.549
C16 3.436 -1.115 2.795
C17 4.179 -2.271 2.995
C18 3.759 -3.202 2.025
C19 2.748 -2.607 1.285
C20 -0.975 1.492 0.971
C21 -1.475 2.530 0.134
C22 -2.391 1.894 -0.762
C23 -2.313 0.495 -0.532
C24 -3.914 -2.426 1.178
C25 -4.802 -2.995 2.076
C26 -4.291 -2.793 3.393
C27 -3.105 -2.094 3.289
H16 1.440 -1.791 -0.804
H17 0.304 -0.644 -1.020
H18 -1.245 -2.065 -1.029
H19 -0.400 -3.259 0.013
H20 1.050 2.559 0.883
H21 2.922 3.809 -0.538
H22 4.743 1.931 -1.045
H23 3.659 -0.378 -0.472
H24 3.447 -0.188 3.342
H25 4.900 -2.341 3.786
H26 4.135 -4.196 1.892
H27 2.155 -2.990 0.480
H28 -0.576 1.676 1.952
H29 -1.168 3.555 0.025
H30 -3.017 2.381 -1.481
H31 -2.900 -0.274 -1.015
H32 -3.886 -2.361 0.102
H33 -5.696 -3.512 1.811
H34 -4.700 -3.133 4.317
H35 -2.404 -1.679 4.000
O1 -2.164 -1.077 5.883
Cl1 -0.960 -0.169 5.855
O2 -1.217 0.879 4.813
O3 0.195 -1.001 5.372
O4 -0.164 -1.237 2.318

Results
Electronic energy, hartree: -2778.63643
Kohn-Sham gap (spin up / spin down), eV: 4.4 / 3.3
E_LUMO (spin up / spin down), eV: -8.16 / -9.28
Charge: +2
2S+1: 3
HOMO level (spin up / spin down), eV: -12.60 / -12.60

A 8-piece molecular cluster, C27H46O11 overall at a distorted geometry. Source: the OMol25 dataset; level of theory: wB97M-V/def2-TZVPD.

Atoms and positions in Å:
O1 3.825 -4.457 -0.683
C1 3.932 -3.575 0.247
C2 2.718 -2.956 0.680
C3 2.739 -1.901 1.935
O2 1.524 -1.294 2.424
C4 4.037 -1.523 2.553
O3 4.121 -0.668 3.383
C5 5.184 -2.196 2.046
C6 5.132 -3.281 0.902
O4 6.346 -3.795 0.414
H1 1.839 -3.250 0.424
H2 0.798 -1.663 1.894
H3 6.213 -2.184 2.477
H4 6.171 -4.308 -0.286
C7 2.506 2.283 -0.026
C8 3.550 2.854 1.019
C9 4.882 2.189 1.164
O5 3.266 3.973 1.488
H5 1.647 2.660 0.007
H6 2.272 1.223 0.080
H7 2.884 2.639 -1.019
H8 5.518 2.572 1.912
H9 5.487 2.135 0.376
H10 4.757 1.160 1.184
C10 -3.209 -1.583 5.364
C11 -2.547 -0.580 4.390
C12 -1.031 -0.291 4.505
O6 -3.235 0.123 3.655
H11 -2.786 -2.594 5.071
H12 -4.311 -1.879 5.388
H13 -3.043 -1.328 6.385
H14 -0.813 0.040 5.643
H15 -0.654 0.451 3.835
H16 -0.517 -1.165 4.374
C13 -4.196 3.489 2.355
C14 -4.413 3.204 0.904
C15 -5.599 2.309 0.626
O7 -3.663 3.641 -0.044
H17 -5.069 3.968 2.685
H18 -3.366 4.187 2.253
H19 -3.917 2.385 2.820
H20 -5.271 1.247 0.205
H21 -6.209 2.659 0.012
H22 -6.173 2.094 1.363
C16 -1.163 1.132 0.734
C17 -0.791 0.051 -0.316
C18 -1.483 -0.223 -1.586
O8 0.259 -0.672 -0.063
H23 -0.524 0.926 1.438
H24 -2.287 0.932 1.178
H25 -1.138 1.995 0.152
H26 -1.343 -1.072 -2.059
H27 -1.520 0.657 -2.320
H28 -2.559 -0.270 -1.264
C19 -0.625 2.602 -4.472
C20 -0.057 4.065 -4.775
C21 -1.039 5.092 -5.291
O9 1.089 4.368 -4.759
H29 -1.207 2.749 -3.674
H30 0.185 2.041 -4.027
H31 -0.880 2.186 -5.467
H32 -1.127 5.115 -6.357
H33 -0.650 6.023 -5.331
H34 -1.952 5.322 -4.671
C22 2.249 -0.076 -4.748
C23 1.114 -0.946 -4.207
C24 1.444 -2.092 -3.177
O10 -0.120 -0.810 -4.485
H35 2.638 -0.603 -5.774
H36 2.984 0.194 -3.984
H37 1.971 0.750 -4.968
H38 2.021 -1.698 -2.373
H39 1.860 -2.855 -3.658
H40 0.674 -2.636 -2.672
C25 -2.908 -3.061 0.701
C26 -1.476 -3.534 0.968
C27 -1.107 -4.850 0.429
O11 -0.843 -2.783 1.685
H41 -3.130 -2.281 1.118
H42 -3.568 -3.615 1.440
H43 -3.244 -3.220 -0.478
H44 -1.113 -4.856 -0.759
H45 -1.751 -5.774 0.582
H46 -0.214 -5.293 0.892

Results
Electronic energy, hartree: -1883.47889
Kohn-Sham gap, eV: 6.4
E_LUMO, eV: -2.31
SMILES string: O=C1C=C(O)C(=O)C=C1O.CC(C)=O.CC(C)=O.CC(C)=O.CC(C)=O.CC(C)=O.CC(C)=O.CC(C)=O
HOMO level, eV: -8.70

Relative energy (zero: lowest compared OMol25 entry of this formula, charge and spin) for the records above, in order: 1.6 451.0 kJ/mol